Density functional theory data (ωB97M-V/def2-TZVPD) for C48H63AsMgN4OP2SSe2Si2 as an isolated structure.

XYZ file:
```
125
Properties=species:S:1:pos:R:3:forces:R:3:mulliken_charge:R:1
Mg 1.150 0.307 0.581 0.515 0.710 0.009 1.196
Se -4.194 3.676 -5.104 -0.177 0.319 0.592 -0.372
P -4.068 4.087 -3.011 0.847 -0.994 -0.688 1.236
C -5.638 3.851 -2.166 -0.852 -0.235 0.104 0.785
C -6.489 4.832 -1.652 0.365 -0.203 -0.158 -0.537
C -7.706 4.479 -1.086 -0.245 -0.210 0.084 -0.731
C -8.113 3.150 -1.049 0.246 0.166 -0.120 -0.506
C -7.292 2.171 -1.602 -0.128 0.016 0.071 -0.677
C -6.074 2.513 -2.158 0.143 0.436 0.089 -0.346
C -3.232 5.639 -2.637 0.306 0.581 -0.126 0.912
C -3.718 6.733 -1.925 0.020 -0.266 -0.034 -0.394
C -2.916 7.847 -1.719 0.114 0.142 0.011 -0.865
C -1.621 7.890 -2.217 -0.175 -0.124 -0.013 -0.540
C -1.134 6.810 -2.945 0.045 0.023 -0.008 -0.750
C -1.931 5.700 -3.162 -0.234 0.016 0.053 0.192
C -2.982 2.930 -2.091 -0.182 0.257 0.288 -0.654
C -2.086 1.847 -2.253 -0.181 0.144 -0.341 0.153
N -1.548 1.576 -1.053 -0.232 -0.147 -0.020 -0.347
N -2.119 2.436 -0.234 -0.096 -0.029 0.134 1.344
N -2.972 3.262 -0.800 0.030 0.128 0.088 -0.627
P -1.542 0.922 -3.711 0.379 -0.440 0.139 0.064
Se -0.231 -0.663 -3.267 -0.160 0.128 -0.090 -0.332
C -0.674 2.203 -4.662 -0.082 0.145 -0.110 1.002
C 0.362 2.795 -3.931 -0.038 -0.030 0.048 -0.417
C 1.132 3.798 -4.494 0.002 0.040 0.025 -1.044
C 0.887 4.218 -5.796 -0.041 -0.015 -0.001 -0.476
C -0.124 3.618 -6.530 -0.050 -0.025 -0.057 -0.763
C -0.902 2.613 -5.970 -0.003 0.051 0.034 -0.008
C -3.108 0.269 -4.381 -0.049 0.074 -0.039 1.000
C -3.538 0.277 -5.701 -0.019 -0.007 0.016 -0.133
C -4.742 -0.320 -6.049 0.044 -0.005 -0.058 -0.678
C -5.513 -0.958 -5.090 0.000 0.005 -0.009 -0.559
C -5.065 -1.015 -3.777 -0.008 0.032 0.019 -0.494
C -3.871 -0.406 -3.426 -0.067 0.075 -0.017 -0.847
H -6.213 5.875 -1.690 -0.153 -0.105 -0.016 0.372
H -8.345 5.249 -0.670 0.032 -0.009 -0.030 0.386
H -9.065 2.884 -0.604 0.041 -0.001 -0.014 0.366
H -7.604 1.132 -1.600 0.025 0.052 0.004 0.439
H -5.446 1.749 -2.600 0.018 -0.046 0.018 0.208
H -4.713 6.720 -1.509 0.190 0.090 0.059 -0.029
H -3.304 8.687 -1.155 -0.002 -0.045 -0.005 0.380
H -0.999 8.760 -2.042 -0.006 -0.040 -0.001 0.378
H -0.126 6.827 -3.343 -0.045 -0.031 0.022 0.421
H -1.555 4.867 -3.746 0.066 0.009 0.022 -0.101
H 0.560 2.460 -2.916 0.094 0.027 0.052 0.429
H 1.921 4.255 -3.909 -0.008 -0.054 0.021 0.475
H 1.477 5.015 -6.234 0.022 -0.033 0.002 0.377
H -0.325 3.940 -7.546 0.009 -0.004 0.022 0.399
H -1.697 2.182 -6.556 -0.023 0.035 -0.012 0.089
H -2.956 0.757 -6.472 0.003 0.003 0.014 0.267
H -5.080 -0.273 -7.077 0.009 -0.017 0.028 0.397
H -6.458 -1.410 -5.366 0.022 -0.017 0.009 0.361
H -5.645 -1.534 -3.023 0.009 0.011 -0.005 0.440
H -3.515 -0.457 -2.403 -0.013 -0.015 0.008 0.353
C -1.379 4.962 1.353 -0.069 -0.016 0.026 -0.957
C -2.230 3.790 1.845 0.162 0.043 -0.177 0.747
C -2.131 3.650 3.362 -0.049 -0.027 -0.071 -1.356
C -1.794 2.481 1.190 -0.222 0.140 0.146 -0.578
H -1.715 5.894 1.819 0.024 -0.004 -0.004 0.418
H -1.451 5.085 0.269 0.049 -0.003 0.039 0.060
H -0.329 4.805 1.616 -0.043 0.000 -0.055 0.161
H -3.267 3.977 1.562 -0.107 0.019 0.073 0.257
H -1.105 3.427 3.662 -0.024 -0.018 0.037 -0.075
H -2.758 2.835 3.729 0.061 0.006 0.016 0.444
H -2.445 4.578 3.850 0.039 -0.033 -0.029 0.465
H -2.253 1.629 1.690 -0.013 -0.109 -0.064 0.225
H -0.707 2.332 1.261 0.191 -0.066 -0.095 -0.153
S 4.055 -0.845 1.409 -0.179 -0.035 -0.173 -0.478
C 4.403 -2.493 1.827 0.082 0.069 0.073 -0.147
C 3.621 -3.212 2.755 0.073 -0.144 -0.023 -0.298
C 3.907 -4.530 3.086 -0.046 0.088 -0.021 -0.299
C 4.975 -5.201 2.496 0.032 -0.031 -0.020 -0.696
C 5.768 -4.509 1.582 -0.048 0.083 -0.015 -0.462
C 5.496 -3.187 1.260 -0.065 -0.168 0.084 -0.403
H 2.780 -2.699 3.208 -0.020 0.000 -0.003 0.440
H 3.292 -5.044 3.819 -0.032 0.036 -0.017 0.428
H 5.188 -6.234 2.749 0.010 0.032 0.003 0.342
H 6.613 -5.010 1.119 -0.014 0.022 -0.012 0.307
H 6.114 -2.659 0.544 0.008 0.004 0.007 0.364
O 0.416 -1.461 -0.054 -0.094 -0.510 -0.058 -1.371
C 0.742 -2.657 -0.068 -0.060 0.155 0.056 -0.155
C 1.595 -3.188 -1.194 0.177 -0.055 0.001 -0.457
C 2.647 -4.214 -0.766 -0.184 -0.081 0.010 0.154
C 2.106 -5.644 -0.695 -0.068 0.099 0.016 -0.918
C 0.737 -5.722 -0.009 0.123 0.104 -0.018 -0.962
C 0.657 -4.835 1.230 -0.001 0.006 -0.261 -0.115
N 0.304 -3.452 0.920 0.098 -0.056 0.130 0.265
H 2.072 -2.304 -1.612 0.017 0.057 0.005 0.385
H 0.942 -3.591 -1.977 -0.056 0.040 0.041 0.219
H 3.051 -3.919 0.205 0.051 -0.020 -0.065 -0.531
H 3.483 -4.182 -1.465 0.040 0.048 0.020 0.600
H 2.826 -6.257 -0.146 -0.006 -0.037 -0.021 0.403
H 2.018 -6.059 -1.705 0.033 -0.029 0.013 0.346
H 0.534 -6.755 0.280 -0.041 -0.027 -0.007 0.431
H -0.053 -5.417 -0.702 -0.020 -0.060 0.029 0.335
H 1.606 -4.871 1.768 0.048 0.003 0.102 -0.172
H -0.118 -5.203 1.899 -0.064 0.018 0.021 0.605
H -0.135 -2.922 1.663 -0.021 0.023 0.006 0.030
C 0.964 2.440 6.110 -0.127 -0.100 0.123 -1.226
Si 1.615 1.424 4.627 0.230 0.423 0.145 0.571
C 2.272 2.702 3.402 -0.038 -0.072 0.009 -0.644
C 3.156 0.550 5.280 -0.009 -0.316 -0.012 -0.992
As -0.059 0.168 3.659 0.149 -0.263 -0.238 -0.099
Si -0.049 -1.652 5.059 -0.423 -0.072 0.336 0.307
C -0.909 -3.105 4.169 0.022 0.018 -0.151 -0.907
C 1.526 -2.404 5.814 0.229 0.110 -0.161 -1.228
C -1.177 -1.358 6.570 -0.015 -0.019 0.082 -1.254
H 1.770 2.749 6.787 0.005 0.010 -0.091 0.367
H 0.247 1.842 6.685 0.064 0.068 -0.017 0.191
H 0.440 3.340 5.770 0.006 -0.075 -0.005 0.319
H 2.942 3.422 3.890 -0.047 -0.062 0.066 0.352
H 1.464 3.258 2.917 0.064 -0.044 -0.033 -0.131
H 2.835 2.188 2.618 -0.061 0.082 -0.039 0.145
H 3.919 1.276 5.584 -0.108 0.045 -0.028 0.382
H 3.584 -0.076 4.488 -0.024 0.050 0.071 0.041
H 2.928 -0.087 6.142 0.068 0.098 -0.082 0.294
H -0.197 -3.670 3.554 -0.066 0.068 0.164 -0.278
H -1.705 -2.727 3.518 0.031 -0.053 0.028 0.369
H -1.356 -3.805 4.884 0.057 0.033 -0.017 0.421
H 2.412 -2.112 5.244 -0.041 -0.088 0.093 0.203
H 1.488 -3.499 5.824 -0.102 0.054 0.018 0.404
H 1.670 -2.059 6.843 -0.024 -0.007 -0.053 0.455
H -2.145 -0.973 6.237 0.060 -0.020 0.024 0.282
H -0.733 -0.604 7.231 -0.047 -0.051 -0.061 0.255
H -1.347 -2.272 7.158 0.048 0.046 -0.028 0.358
```
Positions in Å, forces in eV/Å.

Output
highest occupied orbital energy (spin up / spin down) = 1.294 / 1.308 eV
LUMO (spin up / spin down) = 3.39 / 3.39 eV
HOMO-LUMO gap (spin up / spin down) = 2.100 / 2.086 eV
total charge = -2
molar mass = 1119.39 g mol⁻¹
energy above the lowest of the compared OMol25 structures with the same formula, charge and spin = 4.7937 eV